C31H43N8O5P2RhSSe as an isolated structure, computed with ωB97M-V/def2-TZVPD.

Each line ends with the Mulliken charge.
Geometry (Å):
Rh (-0.0445, 0.6215, 0.1300)  1.529
Se (0.1978, -1.7649, -0.6456)  -0.075
S (-0.7151, 1.0426, 2.9212)  1.065
P (3.5546, 0.4396, 0.0886)  -1.734
P (2.1988, 1.9232, -2.0410)  -0.717
O (0.4484, 1.6278, 2.2742)  -0.610
O (0.9974, 1.0770, -1.8864)  -0.507
O (2.1990, 0.1602, 0.6073)  1.138
O (3.4978, 1.4101, -1.2314)  0.525
O (-1.5235, 1.8666, 3.7558)  -0.698
N (-1.5496, 0.4742, 1.6202)  0.198
N (1.9697, 3.4494, -1.4184)  0.752
N (-2.1949, 0.8009, -0.8975)  0.646
N (-2.0171, -2.4360, 0.9933)  0.678
N (4.5437, 1.1935, 1.1620)  0.449
N (-2.5406, -2.5527, -1.1308)  0.377
N (4.3955, -0.8968, -0.4531)  0.160
N (2.7667, 1.8148, -3.5993)  0.585
C (-3.2069, 0.6197, -0.0217)  0.157
C (-3.3328, -2.8329, 0.9484)  0.382
C (-0.8485, -2.1739, 5.3345)  -0.663
C (-4.2495, -3.1495, 1.9393)  -0.644
C (-3.6657, -2.9189, -0.4163)  0.305
C (-0.3275, -0.5148, 3.6968)  0.705
C (-5.8346, -3.6458, 0.1720)  -0.644
C (0.5331, -2.7322, 3.4444)  -0.552
C (4.1831, -1.3488, -1.8141)  -0.630
C (-4.9265, -3.3345, -0.8228)  -0.665
C (-5.5630, 0.4311, 0.5583)  -0.928
C (0.6255, 3.9818, -1.3331)  -0.673
C (-3.7829, 0.9523, -2.6713)  -1.131
C (-4.5639, 0.5790, -0.4279)  0.955
C (-5.5027, -3.5596, 1.5251)  -0.678
C (-5.2172, 0.3695, 1.8883)  -1.103
C (-2.4722, 0.9686, -2.1721)  -0.431
C (3.9929, 2.1706, 2.0810)  -0.669
C (0.4442, -1.4228, 2.9897)  -1.101
C (3.0154, 4.4506, -1.4361)  -0.937
C (-3.8898, 0.4188, 2.3054)  -0.847
C (-2.4376, -2.5434, -2.5653)  -1.038
C (5.9497, 1.3369, 0.8450)  -1.084
C (-0.9653, -0.8719, 4.8692)  -0.559
C (-2.8677, 0.5137, 1.3661)  0.098
C (-1.5555, -2.2587, -0.2625)  -0.350
C (3.9861, 2.4538, -4.0346)  -1.004
C (1.8963, 1.3719, -4.6635)  -0.829
C (-4.8262, 0.7410, -1.8040)  -0.747
C (-0.1252, -3.1097, 4.6092)  -0.679
C (4.3171, -1.9726, 0.5212)  -0.882
H (-5.9892, 0.2826, 2.6349)  0.471
H (-0.0730, 3.1594, -1.1521)  -0.029
H (-6.2404, -3.8266, 2.2645)  0.456
H (4.1774, 3.1922, 1.7309)  0.279
H (4.4617, 2.0565, 3.0612)  0.346
H (6.1856, 2.3505, 0.5115)  0.327
H (0.3299, 4.5237, -2.2375)  0.269
H (3.1715, -1.7487, -1.9699)  0.103
H (-2.5109, -3.5647, -2.9459)  0.367
H (6.1987, 0.6330, 0.0553)  0.345
H (-3.2449, -1.9452, -2.9926)  0.415
H (6.5547, 1.1175, 1.7268)  0.353
H (3.0202, 5.0363, -2.3614)  0.284
H (-5.1859, -3.4248, -1.8656)  0.518
H (1.5288, 2.2049, -5.2692)  0.282
H (1.1045, -3.4586, 2.8847)  0.477
H (-1.5370, -0.1279, 5.3992)  0.615
H (-3.9929, -3.0946, 2.9831)  0.570
H (-1.4562, -2.2916, 1.8240)  -0.239
H (1.0569, 0.8388, -4.2256)  0.076
H (4.5531, -1.5703, 1.5047)  0.341
H (4.9099, -2.1307, -2.0269)  0.439
H (-6.8284, -3.9581, -0.1032)  0.452
H (2.8536, 5.1325, -0.5994)  0.376
H (0.9835, -1.0893, 2.1127)  1.028
H (2.9186, 2.0104, 2.1723)  0.006
H (3.9805, 3.9664, -1.3086)  0.232
H (-1.3356, -2.4586, 6.2535)  0.458
H (-1.6275, 1.1122, -2.8341)  0.473
H (4.3527, -0.5166, -2.4934)  0.137
H (-5.8461, 0.7152, -2.1579)  0.514
H (3.7878, 3.3968, -4.5500)  0.318
H (4.6292, 2.6322, -3.1786)  0.236
H (5.0442, -2.7391, 0.2558)  0.396
H (4.5034, 1.7898, -4.7289)  0.398
H (-3.6369, 0.3945, 3.3508)  0.625
H (3.3134, -2.4178, 0.5510)  0.141
H (-3.9586, 1.1123, -3.7246)  0.471
H (0.5769, 4.6666, -0.4859)  0.313
H (-0.0753, -4.1340, 4.9511)  0.444
H (2.4453, 0.6913, -5.3169)  0.310
H (-1.4719, -2.1223, -2.8530)  0.223
H (-6.5976, 0.3841, 0.2555)  0.490

As for the HOMO-LUMO gap (spin up / spin down): 5.408 / 5.406 eV. The total energy comes out at -5613.91373 Eh. Its total charge is +2.

=====

C28H38N4OP2Pb as an isolated structure, computed with ωB97M-V/def2-TZVPD.

Each line ends with the Mulliken charge.
Geometry (Å):
Pb (0.0338, -2.9728, 4.2980)  1.119
P (1.3762, -1.2151, -2.0577)  -0.089
P (-2.0481, -0.9113, -1.9422)  -0.225
O (-1.0309, -2.2388, 6.0248)  -0.430
N (2.7579, -0.1422, -2.2461)  0.424
N (-2.1311, 0.8692, -1.9874)  0.180
N (2.0555, -2.4574, -3.1402)  0.356
N (-3.6625, -1.1385, -2.5655)  0.343
C (3.2987, 0.4247, -3.4068)  0.059
C (-1.0470, -0.9994, -3.5147)  -1.262
C (-4.3223, -2.3551, -2.2929)  -0.346
C (1.1396, 3.3539, 3.5788)  -0.887
C (3.5244, 0.2920, -1.1553)  -0.160
C (2.8882, -3.6262, -4.8992)  -0.671
C (2.4268, -2.3765, -4.4928)  0.083
C (1.8397, -2.2396, 5.3883)  -1.213
C (4.4022, 1.1936, -3.0541)  -0.731
C (-2.3333, 1.8219, -2.9937)  -0.147
C (0.3577, -0.3850, -3.3706)  -0.540
C (-0.9327, -1.0718, 6.8362)  -0.461
C (2.2735, -3.7742, -2.7116)  -0.250
C (1.5637, 1.0357, 2.5880)  -0.278
C (-1.6907, 1.5566, -0.8554)  0.139
C (-0.9299, 1.6954, 2.2764)  -0.597
C (4.5397, 1.1163, -1.6298)  -0.619
C (1.8940, 2.0812, 3.3470)  -0.720
C (2.7996, -4.5097, -3.7748)  -0.643
C (0.1631, 3.3255, 4.7777)  -0.647
C (-1.4981, 1.7759, 3.6735)  -0.423
C (-0.9592, 2.3478, 4.7621)  -0.864
C (-4.4593, -0.4252, -3.4731)  -0.121
C (-5.5020, -2.3973, -3.0123)  -0.604
C (-1.7606, 2.9229, -1.0857)  -0.346
C (0.1942, 0.6574, 2.0807)  1.236
C (-5.5923, -1.1744, -3.7663)  -0.564
C (-2.1795, 3.0917, -2.4423)  -1.304
H (5.0299, 1.7443, -3.7486)  0.460
H (2.6894, -2.9008, 5.1857)  0.419
H (-1.6032, -0.4947, -4.3241)  0.538
H (-1.8434, -0.4663, 6.6669)  0.261
H (-2.4901, 1.2958, 3.7849)  0.396
H (0.2589, 0.3904, 1.0129)  -0.252
H (3.2392, -3.8611, -5.9035)  0.446
H (0.3018, 0.6765, -3.0787)  0.542
H (2.0221, -1.2522, 4.9577)  0.336
H (0.6363, 3.7126, 2.6779)  0.356
H (-1.8221, 1.3763, 1.7165)  0.595
H (1.6700, -2.1811, 6.4697)  0.385
H (-0.1509, -0.2705, 2.5886)  -0.460
H (-6.2290, -3.2008, -3.0160)  0.417
H (-1.5108, 2.3006, 5.7213)  0.507
H (-1.3542, 0.9773, -0.0082)  -0.136
H (-2.5665, 1.5354, -4.0072)  0.510
H (1.9098, 4.0995, 3.8093)  0.412
H (2.8603, 0.2615, -4.3774)  0.344
H (2.0268, -4.0578, -1.7010)  0.434
H (-0.6603, 2.6848, 1.8723)  0.107
H (-0.9275, -1.4059, 7.8996)  0.323
H (-0.3414, 4.3097, 4.7947)  0.353
H (2.3023, 0.2492, 2.3608)  0.618
H (2.8617, 2.0446, 3.8563)  0.406
H (-2.3467, 4.0336, -2.9616)  0.448
H (2.3201, -1.4741, -5.0576)  0.272
H (-6.3872, -0.8848, -4.4433)  0.437
H (3.2615, -0.0279, -0.1580)  0.348
H (3.0855, -5.5513, -3.7586)  0.436
H (-1.5319, 3.7053, -0.3707)  0.448
H (-0.9863, -2.0735, -3.7611)  0.492
H (-4.1880, 0.5556, -3.8238)  0.281
H (0.8470, -0.4160, -4.3548)  0.316
H (-3.8725, -3.0611, -1.6056)  0.349
H (5.2942, 1.6134, -1.0313)  0.434
H (-0.0401, -0.4234, 6.6699)  0.256
H (0.7862, 3.2856, 5.6851)  0.365

The value obtained for the relative energy (zero: lowest compared OMol25 entry of this formula, charge and spin) is 0.0000 eV. As for the HOMO-LUMO gap (spin up / spin down): 2.896 / 2.776 eV. The total energy comes out at -2258.75208 Eh. Its total charge is +2.

=====

C4H8N2S as an isolated structure, computed with ωB97M-V/def2-TZVPD.

Each line ends with the natural charge from an NBO analysis.
Geometry (Å):
S (-0.5642, -0.8688, 0.7028)  0.286
N (0.8067, 1.4187, -1.0055)  -0.464
N (1.1149, -0.3121, 0.9126)  -0.531
C (1.3528, 0.6563, 0.0401)  0.246
C (-0.5891, 1.9230, -0.8253)  -0.265
C (-0.2886, -2.2691, 1.8196)  -0.790
C (-0.3040, 0.8538, -1.8617)  -0.275
H (0.7352, -2.8446, 1.8825)  0.264
H (-0.8158, -1.8628, 2.8414)  0.239
H (-0.6503, 2.7855, -1.4853)  0.216
H (-1.0476, -3.3661, 1.2785)  0.201
H (-0.3740, 1.4798, -2.8211)  0.201
H (-0.4896, -0.2808, -1.9494)  0.251
H (2.4003, 0.9883, 0.4458)  0.182
H (-1.2868, 1.6990, 0.0249)  0.238

The value obtained for the relative energy (zero: lowest compared OMol25 entry of this formula, charge and spin) is 6.2439 eV. As for the HOMO-LUMO gap: 9.180 eV. The total energy comes out at -664.70331 Eh. Its total charge is 0.

=====

A 2-piece molecular cluster, C25H31N3O5 overall, computed with ωB97M-V/def2-TZVPD.

Each line ends with the natural charge from an NBO analysis.
Geometry (Å):
O (-1.2995, -0.6191, 6.1342)  -0.500
O (-4.8344, -2.1747, 0.0458)  -0.628
O (4.7237, 1.1408, 0.7211)  -0.638
O (-3.0397, -2.2321, 4.8696)  -0.534
O (5.3493, 0.3268, -3.5847)  -0.634
N (-3.6717, -1.8585, 2.0055)  -0.409
N (3.6451, 0.4102, -1.0480)  -0.614
N (3.9036, -1.2396, -4.2709)  -0.599
C (4.7455, -1.7825, -5.3368)  -0.415
C (-2.5012, -1.1945, 4.1405)  0.257
C (-4.1392, -1.8448, 5.7068)  -0.252
C (-2.0942, 1.7101, 0.0081)  -0.652
C (-1.0478, 0.7491, 4.1245)  -0.312
C (-2.2669, 0.1553, 2.1101)  -0.139
C (3.2069, 0.2413, -2.4462)  -0.114
C (-2.6309, 0.4882, 0.7182)  0.088
C (-0.3462, 0.1946, 6.8307)  -0.252
C (4.5517, 1.2136, -0.4858)  0.680
C (-1.5720, 0.7399, -4.4455)  -0.220
C (-2.8192, -0.9886, 2.7580)  0.167
C (4.2655, -0.2317, -3.4648)  0.660
C (-3.5202, -0.3253, 0.0675)  -0.297
C (-1.5981, -0.3382, 4.8141)  0.280
C (1.0415, 1.1802, -3.4889)  -0.031
C (2.4218, 1.4761, -2.9328)  -0.441
C (0.6817, 1.6047, -4.7828)  -0.210
C (-0.6248, 1.3874, -5.2581)  -0.201
C (5.3377, 2.2413, -1.2738)  -0.706
C (0.0881, 0.5342, -2.6776)  -0.179
C (-4.0576, -1.5001, 0.7124)  0.618
C (-1.3859, 0.9962, 2.8033)  -0.158
C (-1.2128, 0.3064, -3.1581)  -0.222
C (-4.0529, -3.1993, 2.4836)  -0.407
H (-1.9389, -0.1996, -2.5381)  0.220
H (0.3485, 0.2195, -1.6771)  0.200
H (5.6780, 3.0182, -0.5919)  0.235
H (5.7657, -1.9207, -4.9710)  0.223
H (4.3554, -2.7427, -5.6772)  0.209
H (2.4872, -0.5744, -2.3999)  0.207
H (-4.5492, -2.7274, 6.2061)  0.197
H (6.2055, 1.7581, -1.7172)  0.259
H (4.7269, 2.6884, -2.0512)  0.212
H (-2.5037, 1.7930, -1.0033)  0.230
H (-3.8510, -0.1162, -0.9419)  0.226
H (-4.4230, -3.8494, 1.6853)  0.242
H (0.6258, 0.1717, 6.3279)  0.184
H (-0.9445, 1.8673, 2.3297)  0.220
H (-0.6939, 1.2302, 6.8975)  0.178
H (-2.5742, 0.5687, -4.8145)  0.218
H (1.4009, 2.1157, -5.4075)  0.214
H (-0.3546, 1.4328, 4.5999)  0.224
H (-0.2123, -0.1862, 7.8472)  0.205
H (-4.8408, -3.1240, 3.2378)  0.200
H (-2.3690, 2.6160, 0.5573)  0.227
H (-1.0038, 1.6581, -0.0668)  0.222
H (2.2781, 2.1663, -2.0997)  0.235
H (-4.9339, -1.3841, 5.1111)  0.173
H (-3.8229, -1.1332, 6.4755)  0.187
H (4.7692, -1.0856, -6.1765)  0.204
H (3.0126, 2.0057, -3.6818)  0.226
H (-3.1858, -3.7113, 2.9116)  0.215
H (-0.9016, 1.7201, -6.2489)  0.216
H (2.9871, -1.6402, -4.1475)  0.397
H (3.2155, -0.2020, -0.3739)  0.409

The value obtained for the relative energy (zero: lowest compared OMol25 entry of this formula, charge and spin) is 1.5438 eV. As for the HOMO-LUMO gap: 8.641 eV. The total energy comes out at -1511.71567 Eh. Its SMILES is CNC(=O)[C@H](Cc1ccccc1)NC(C)=O.COc1ccc2c(C)cc(=O)n(C)c2c1OC. Its total charge is 0.